Record 1
The following is a DFT calculation (ωB97M-V with the def2-TZVPD basis set) of a cluster of 6 separate species, C27H40Br2F9O15PS in total.

XYZ file:
```
95
Properties=species:S:1:pos:R:3:mulliken_charge:R:1
C 1.4710 1.4255 4.7818 -1.912
C 0.7090 0.5481 3.7896 0.439
Br -0.4738 1.7269 2.7722 -0.149
C 1.5805 -0.3849 2.9174 -0.214
Br 3.4302 0.2301 2.7653 -0.130
P 0.9091 -0.7202 1.2020 0.211
C 2.2410 -1.7057 0.3680 -1.179
C 2.2873 -1.5894 -1.1727 -1.039
C 2.6124 -0.2106 -1.7543 0.995
F 2.8955 0.7129 -0.8235 -0.250
F 3.7692 -0.3488 -2.4948 -0.351
C 1.6522 0.3759 -2.8457 0.559
F 2.2667 1.4005 -3.4206 -0.303
F 1.5060 -0.5783 -3.7706 -0.292
S -0.0895 0.9666 -2.3541 1.395
F -0.3640 -0.4255 -1.6406 -0.293
F -0.7294 0.3755 -3.7017 -0.302
F 0.0971 2.3529 -3.1251 -0.328
F 0.4544 1.6243 -1.0360 -0.278
F -1.5547 1.4287 -1.9360 -0.291
H 0.7482 1.8688 5.4764 0.476
H 2.1726 0.8271 5.3717 0.416
H 1.9878 2.2535 4.2921 0.527
H 0.0468 -0.1003 4.3674 0.048
H 1.6411 -1.3204 3.4811 0.531
H -0.0218 -1.7440 1.4573 -0.070
H 3.2276 -1.4925 0.7736 0.455
H 2.0536 -2.7697 0.5616 0.508
H 1.3926 -2.0105 -1.6345 0.349
H 3.1179 -2.2314 -1.4830 0.493
C -0.3015 1.1781 -6.9193 -0.807
C -0.0983 0.0229 -7.8618 0.518
C 1.3339 -0.2757 -8.2439 -0.116
O 1.1713 -0.8863 -9.5362 -0.375
C 0.0347 -0.3965 -10.0816 0.604
O -0.2995 -0.5518 -11.2120 -0.542
O -0.6705 0.3005 -9.1561 -0.428
H 0.0172 0.9136 -5.9134 0.045
H 0.2596 2.0533 -7.2479 0.014
H -1.3536 1.4609 -6.8828 0.434
H -0.5866 -0.8764 -7.4743 0.269
H 1.8357 -0.9586 -7.5629 0.312
H 1.9355 0.6252 -8.3587 0.105
C -5.8330 -2.1677 5.2076 -1.627
C -4.4681 -2.6684 4.8305 0.762
C -3.4372 -2.6747 5.9365 -0.454
O -2.2073 -2.5479 5.2044 -0.332
C -2.4896 -1.9009 4.0481 0.583
O -1.6634 -1.4791 3.2987 -0.504
O -3.8187 -1.7982 3.8717 -0.353
H -6.3447 -2.9030 5.8219 0.450
H -5.7628 -1.2221 5.7509 0.409
H -6.4325 -1.9879 4.3168 0.317
H -4.5415 -3.6570 4.3677 0.180
H -3.4285 -3.5865 6.5277 0.289
H -3.5368 -1.8090 6.5950 0.287
C -6.9379 -5.9836 1.0922 -1.446
C -7.5389 -6.1252 2.4658 0.464
C -9.0328 -5.9047 2.5637 -0.528
O -9.1808 -5.4510 3.9174 -0.340
C -8.0226 -4.8593 4.2786 0.592
O -7.8611 -4.2127 5.2647 -0.503
O -7.0607 -5.0933 3.3548 -0.241
H -7.2110 -6.8375 0.4728 0.394
H -7.2841 -5.0705 0.6064 0.354
H -5.8517 -5.9334 1.1556 0.356
H -7.2647 -7.0870 2.9084 0.262
H -9.6242 -6.8017 2.4018 0.298
H -9.3758 -5.1116 1.8957 0.316
C 3.7524 6.0720 -7.9230 -1.465
C 3.6740 4.6107 -8.2791 0.446
C 2.4822 3.8598 -7.7283 -0.553
O 2.9884 2.5204 -7.6416 -0.142
C 4.3376 2.6012 -7.4765 0.497
O 5.0338 1.6836 -7.1938 -0.521
O 4.7571 3.8706 -7.6829 -0.387
H 3.0035 6.6358 -8.4790 0.377
H 3.5867 6.2228 -6.8555 0.352
H 4.7376 6.4684 -8.1650 0.373
H 3.7435 4.4747 -9.3622 0.286
H 1.6075 3.8907 -8.3742 0.395
H 2.2093 4.1917 -6.7236 0.294
C 4.6063 4.2471 9.0296 -1.434
C 4.7266 3.2281 7.9268 0.536
C 6.1314 2.9297 7.4503 -0.517
O 5.9075 2.5199 6.0971 -0.307
C 4.7713 3.1247 5.6662 0.636
O 4.3946 3.1379 4.5416 -0.500
O 4.1267 3.7065 6.7094 -0.352
H 4.9517 3.8247 9.9732 0.384
H 5.1965 5.1364 8.8046 0.344
H 3.5691 4.5587 9.1465 0.356
H 4.2127 2.3022 8.2026 0.252
H 6.6279 2.1379 8.0054 0.300
H 6.7600 3.8236 7.4425 0.308
```

SMILES   C[C@@H](Br)[C@H](Br)PCCC(F)(F)C(F)(F)S(F)(F)(F)(F)F.C[C@@H]1COC(=O)O1.C[C@@H]1COC(=O)O1.C[C@@H]1COC(=O)O1.C[C@@H]1COC(=O)O1.C[C@@H]1COC(=O)O1
E   -8967.796344 Eh
HOMO   -8.11 eV
HOMO-LUMO gap   8.49 eV

=====

Record 2
The following is a DFT calculation (ωB97M-V with the def2-TZVPD basis set) of a structure of composition C27H40Br48FN4.

XYZ file:
```
120
Properties=species:S:1:pos:R:3:mulliken_charge:R:1
C -2.0182 -4.5057 -0.7696 -1.187
C -1.7556 -4.0107 0.6636 0.599
C -0.2991 -4.1765 1.0800 1.089
C 0.0064 -3.9589 2.5755 -1.164
N -0.9772 -3.2490 3.3611 -0.187
C -0.8641 -1.8310 3.3415 -0.355
C -2.1745 -1.2332 3.7896 -0.125
C -3.0312 -1.1209 2.5645 -0.274
N -2.4316 -0.0986 1.6985 -0.198
C -1.0679 -0.3021 1.5094 -0.234
N -0.5189 0.4910 0.6675 0.454
C 0.8923 0.4162 0.2531 -1.177
C 1.1362 -0.8762 -0.5241 1.462
C 2.1496 -0.7780 -1.6923 -1.066
F 1.6420 -1.8268 0.3129 -0.318
N -0.3505 -1.2574 2.0649 0.420
H -3.0741 -4.3559 -1.0097 0.053
H -1.8178 -5.5611 -0.8709 0.353
H -1.4538 -3.9203 -1.4832 0.276
H -2.0179 -2.9579 0.6615 -0.393
H -2.3821 -4.6029 1.3251 0.111
H 0.3005 -3.5705 0.4129 -0.217
H -0.0209 -5.1994 0.8409 -0.335
H 0.9492 -3.4243 2.6328 0.361
H 0.1983 -4.9174 3.0369 0.454
H -1.9162 -3.5727 3.2537 0.296
H -0.1387 -1.5796 4.1138 0.231
H -2.6469 -1.8540 4.5301 0.498
H -2.0234 -0.2611 4.2237 -0.683
H -3.2449 -2.0552 2.0646 0.055
H -3.9871 -0.7309 2.8921 0.501
H -2.8347 -0.1967 0.7807 0.453
H -1.0772 1.1883 0.2306 -0.025
H 1.5017 0.4498 1.1505 0.295
H 1.1589 1.2991 -0.3208 -0.065
H 0.1765 -1.1838 -0.9139 0.055
H 2.2317 0.2365 -2.0412 0.179
H 1.7726 -1.4733 -2.4245 0.404
H 3.1224 -1.1679 -1.3893 -0.013
H 0.6044 -0.9728 2.2327 0.193
C 1.0816 3.8298 -2.8594 -0.343
Br -0.0838 2.8410 -1.6769 0.023
Br 0.6360 5.6994 -2.8541 -0.003
Br 2.9404 3.5186 -2.4490 -0.040
H 0.9101 3.4600 -3.8575 0.457
C -3.6817 4.4370 0.4742 -0.277
Br -3.7114 2.5355 0.8081 0.111
Br -2.5780 5.3578 1.7556 -0.031
Br -3.1651 4.8189 -1.3386 0.036
H -4.6879 4.8047 0.5996 0.241
C -0.3759 9.6023 -1.5783 0.617
Br -0.4356 8.9672 -3.3994 -0.073
Br -0.1149 11.5016 -1.4802 -0.009
Br -1.9257 9.0359 -0.5808 -0.035
H 0.4824 9.1453 -1.1128 -0.550
C -5.9089 -5.8693 0.1492 -0.302
Br -5.8609 -7.7690 0.4285 -0.011
Br -4.8916 -4.9260 1.4860 0.035
Br -5.3276 -5.3950 -1.6182 0.045
H -6.9357 -5.5548 0.2462 0.330
C -8.8533 -5.1853 -4.0619 -0.147
Br -10.4181 -4.9682 -5.1629 -0.033
Br -9.2981 -5.1742 -2.1844 -0.009
Br -7.8481 -6.7569 -4.5462 -0.010
H -8.2177 -4.3339 -4.2413 0.181
C 3.7495 11.7902 -3.7027 -0.300
Br 3.1646 10.0698 -3.0603 0.044
Br 2.9994 12.1980 -5.4295 -0.013
Br 3.3937 13.1869 -2.4195 -0.062
H 4.8185 11.7366 -3.8245 0.353
C 4.9791 -2.3013 -4.6532 -0.382
Br 3.9765 -3.5426 -3.5740 0.013
Br 4.6403 -0.4704 -4.1228 -0.088
Br 6.8609 -2.7206 -4.6618 -0.017
H 4.6312 -2.4040 -5.6677 0.428
C -6.9661 2.9525 -1.6408 0.128
Br -7.4665 1.2436 -0.8953 0.001
Br -7.7655 3.2360 -3.3657 -0.024
Br -7.3433 4.4092 -0.4281 -0.029
H -5.8966 2.9316 -1.7893 -0.083
C 8.9844 -1.0954 -1.0986 -0.365
Br 7.2562 -0.6856 -1.8414 0.048
Br 9.0313 -0.7948 0.8101 -0.034
Br 9.5494 -2.8801 -1.5580 -0.035
H 9.6916 -0.4145 -1.5429 0.376
C -1.4931 2.0112 6.9774 -0.392
Br -1.9915 0.2704 7.6431 -0.034
Br -2.1773 2.3103 5.1976 0.005
Br -2.0092 3.4176 8.1838 -0.016
H -0.4227 2.0281 6.9106 0.395
C 5.3519 -0.1719 2.0714 -0.401
Br 4.7826 -0.9812 0.4236 0.193
Br 5.8297 1.6723 1.7900 0.043
Br 4.0655 -0.3730 3.5073 -0.055
H 6.2476 -0.6892 2.3794 0.373
C 5.7877 1.6292 6.5003 -0.241
Br 7.3766 1.1864 5.5221 -0.001
Br 6.1189 1.7971 8.3892 -0.027
Br 4.9677 3.2118 5.7592 0.006
H 5.0945 0.8140 6.3698 0.238
C 5.4002 -7.2232 -1.3117 -0.409
Br 6.2849 -8.9023 -1.6406 -0.023
Br 6.4805 -5.7252 -1.8631 0.061
Br 3.6458 -7.1691 -2.1154 0.010
H 5.2625 -7.1402 -0.2465 0.369
C 0.3891 -8.4065 0.4295 -0.391
Br -1.4177 -8.0935 1.0256 -0.011
Br 0.7924 -7.4114 -1.1723 -0.022
Br 1.6688 -8.0561 1.8282 -0.037
H 0.4659 -9.4524 0.1822 0.422
C 3.0923 8.9810 1.2569 -0.347
Br 2.9248 10.6924 0.3845 0.039
Br 2.5201 9.0528 3.0958 -0.028
Br 2.1839 7.5799 0.2800 -0.014
H 4.1400 8.7291 1.2617 0.354
C -5.8619 0.7055 -6.0450 -0.339
Br -5.8878 -1.1864 -5.6737 0.020
Br -4.7935 1.6670 -4.7597 0.040
Br -5.3035 1.0737 -7.8501 -0.005
H -6.8744 1.0631 -5.9448 0.286
```

Charge   +1
E   -124923.954765 Eh
HOMO   -11.30 eV
HOMO-LUMO gap   8.90 eV

=====

Record 3
The following is a DFT calculation (ωB97M-V with the def2-TZVPD basis set) of a cluster of 3 separate species, C27H40BrF2N5O6S2 in total.

XYZ file:
```
83
Properties=species:S:1:pos:R:3:mulliken_spin:R:1
C 4.5862 -5.2664 1.4926 0.000
S 4.7111 -4.8442 -0.3352 0.001
O 4.1554 -3.4671 -0.5857 0.000
O 6.2020 -4.9622 -0.6541 0.000
C 3.7096 -6.1589 -1.2060 0.000
C 2.3509 -6.6202 -0.4559 0.000
C 1.3646 -7.7037 -1.0123 0.000
N 0.1269 -8.2003 -0.4328 0.000
S -0.3366 -9.3792 -1.6005 0.000
N 0.8882 -9.3395 -2.8325 0.000
C 1.8664 -8.3450 -2.3915 0.000
C 3.2125 -7.9492 -3.1396 0.000
Br 3.6750 -8.9044 -4.7964 0.000
C 4.1453 -6.8234 -2.5629 0.000
N 5.4077 -6.3302 -3.1604 0.000
C 6.5366 -7.2586 -2.9907 0.000
O 7.6686 -6.9224 -3.4381 0.000
F 6.4739 -8.5030 -2.3043 0.000
C 5.2510 -5.8646 -4.5484 0.000
O 5.7067 -6.4553 -5.5670 0.000
F 4.4979 -4.6680 -4.8411 0.000
H 3.7230 -4.7321 2.0180 0.000
H 5.6067 -5.1419 2.0198 0.000
H 4.3552 -6.4017 1.5459 0.000
H 2.0942 -6.1245 0.5521 0.000
C 2.1625 0.0017 -0.2981 0.023
C 0.8741 -0.4646 0.4239 0.011
C -0.2614 0.5633 0.2224 0.027
C -0.1023 1.8167 1.0674 0.004
C 0.0430 1.4433 2.5397 0.024
C 1.1949 0.4459 2.7942 0.019
N 1.1674 -0.7350 1.8691 0.296
O 0.2003 -1.5870 2.3264 0.623
C 2.5421 1.2013 2.6720 0.018
C 1.1533 0.0296 4.2926 -0.005
C 0.4786 -1.7443 -0.3717 -0.016
H 1.9225 0.4269 -1.2781 -0.001
H 2.7347 0.7602 0.2244 -0.001
H 2.8442 -0.8387 -0.4675 -0.009
H -1.2260 0.1027 0.4695 0.004
H -0.3299 0.8500 -0.8320 0.001
H 0.7561 2.4014 0.7238 0.003
H -0.9820 2.4568 0.9394 -0.022
H 0.1954 2.3574 3.1238 0.001
H -0.9069 1.0166 2.8843 0.006
H 3.3851 0.5026 2.6247 -0.008
H 2.7181 1.8426 3.5420 0.001
H 2.5874 1.8730 1.8164 0.001
H 0.1929 -0.4064 4.5807 0.000
H 1.2956 0.9001 4.9415 0.000
H 1.9450 -0.6871 4.5227 -0.001
H 1.2128 -2.5443 -0.2317 0.005
H 0.4290 -1.5313 -1.4442 0.000
H -0.5041 -2.1311 -0.0867 0.001
C -4.1008 7.5789 0.3614 0.008
C -3.5822 6.4305 -0.5393 0.030
C -4.5647 6.1694 -1.7026 0.015
C -5.8220 5.4265 -1.2804 -0.017
C -5.4513 4.1256 -0.5748 0.015
C -4.4999 4.3431 0.6226 0.031
N -3.3206 5.2090 0.2893 0.302
O -2.4307 4.4345 -0.4012 0.622
C -5.3086 4.9532 1.7950 0.017
C -4.0790 2.9476 1.1667 -0.030
C -2.2907 7.0374 -1.1588 -0.003
H -4.5183 8.3876 -0.2474 -0.001
H -4.8802 7.2979 1.0609 -0.001
H -3.2890 8.0083 0.9578 -0.003
H -4.0657 5.5833 -2.4840 0.003
H -4.8504 7.1145 -2.1758 0.001
H -6.4412 6.0596 -0.6379 0.000
H -6.4269 5.2008 -2.1653 0.002
H -6.3692 3.6272 -0.2451 0.000
H -4.9864 3.4546 -1.3071 0.004
H -4.6440 5.3279 2.5817 -0.010
H -5.9544 4.2038 2.2642 0.000
H -5.9835 5.7508 1.4887 0.002
H -3.6045 2.3249 0.4031 0.004
H -4.9529 2.3860 1.5127 -0.001
H -3.3938 3.0465 2.0118 0.004
H -1.5214 7.1986 -0.3970 -0.001
H -2.5048 8.0075 -1.6184 0.001
H -1.8641 6.4083 -1.9451 -0.001
```

E   -5347.699315 Eh
Multiplicity   3
HOMO (spin up / spin down)   -8.78 / -9.42 eV
HOMO-LUMO gap (spin up / spin down)   6.12 / 6.76 eV

=====

- What is the formula in the first record?
  C27H40Br2F9O15PS

=====

- Which formula does entry 3 have?
  C27H40BrF2N5O6S2